DFT (the ωB97M-V functional and the def2-TZVPD basis) results for C15H15N5OS in the gas phase.

Summary:
- Maximum force: 5.8 eV/Å
- SMILES string: C/C(=N\NC(=O)CCn1nnc2ccccc21)c1cccs1
- Multiplicity: 1
- Net charge: 0
- ΔE to the lowest compared entry with this formula, charge and spin: 145.0 kcal/mol
- Lowest unoccupied orbital energy: -0.0995 eV
- E: -36126.6500 eV

Cartesian coordinates (Å):
O: 0.60071 0.14104 -0.63759
N: -3.66218 -0.80906 -2.68937
N: -3.51238 -0.94783 -1.40577
N: 0.39113 1.91910 1.44675
S: 3.25963 3.39505 3.91902
C: -0.21327 -0.13190 0.31063
C: 4.24349 4.58005 3.03780
C: 3.71004 4.72365 1.71995
C: 2.48112 3.93593 1.53410
C: 2.14574 3.09174 2.54813
C: 1.20727 2.00613 2.47552
C: -1.52258 -2.97653 -4.86731
C: -0.60188 -3.24076 -3.88658
C: -2.51584 -2.01788 -4.61921
C: -0.76987 -2.84985 -2.59023
C: -2.70097 -1.55918 -3.28976
C: -1.81073 -2.05654 -2.32043
N: -0.56550 0.89172 1.25833
N: -2.38434 -1.73581 -1.16673
C: 0.93415 0.93952 3.66236
C: -0.48662 -1.67088 0.61624
C: -1.88719 -2.13630 0.18470
H: 4.97450 5.12898 3.58778
H: 4.04387 5.46023 0.96815
H: 1.78017 3.98095 0.61681
H: -1.41216 -3.37241 -5.87809
H: 0.32343 -3.82407 -4.10654
H: -3.20430 -1.57107 -5.38060
H: 0.07757 -3.17684 -1.94380
H: -1.15852 0.63401 1.99401
H: -0.17796 0.76359 3.80958
H: 1.47535 0.00699 3.64520
H: 1.25010 1.34514 4.51550
H: 0.20840 -2.15507 -0.06279
H: -0.20873 -1.90990 1.73471
H: -1.79111 -3.19976 0.26637
H: -2.52056 -1.60218 0.99317